Record 1
The following is a quantum chemistry calculation of a 7-piece molecular cluster, C4H18O8 overall, from the OMol25 dataset.

Results
Frontier orbital gap (alpha / beta): 8.9864 / 4.5149 eV
E_HOMO (alpha / beta): -14.3 / -14.2 eV
Calculated total energy: -764.7640 hartree

The geometry in ORCA input format:
```
! wB97M-V def2-TZVPD RIJCOSX def2/J DEFGRID3
* xyz 1 2
O -2.525 1.032 0.071
C -2.737 0.315 -0.871
C -1.675 -0.575 -1.468
C -0.302 0.117 -1.463
C 0.858 -0.847 -1.510
O 1.791 -0.730 -0.756
H -3.748 0.260 -1.296
H -1.589 -1.524 -0.935
H -1.924 -0.874 -2.491
H -0.207 0.773 -0.595
H -0.232 0.786 -2.341
H 0.840 -1.642 -2.271
H 1.321 3.567 -2.492
H 1.378 2.435 -1.451
O 1.082 2.642 -2.366
H 1.189 1.929 0.676
H 2.092 0.901 -0.102
O 2.004 1.836 0.094
H 0.401 -3.764 -0.303
H 0.315 -2.583 0.696
O -0.004 -2.891 -0.193
H 1.957 -2.024 2.555
H 1.543 -1.034 1.438
O 1.192 -1.661 2.053
H -1.150 1.650 1.114
H -0.282 1.280 2.381
O -0.292 1.829 1.552
H 0.227 -0.690 3.082
H -1.195 -0.464 3.631
O -0.327 -0.051 3.558
*
```


Record 2
The following is a quantum chemistry calculation of a 5-piece molecular cluster, C4H19N2O6 overall, from the OMol25 dataset.

Results
ΔE to the lowest compared entry with this formula, charge and spin: 106.8 kJ/mol
Frontier orbital gap: 9.5030 eV
E_HOMO: -12.2 eV
Calculated total energy: -724.5397 hartree

The geometry in ORCA input format:
```
! wB97M-V def2-TZVPD RIJCOSX def2/J DEFGRID3
* xyz 1 1
O 3.214 0.506 -1.421
C 2.118 0.320 -0.948
O 1.817 0.937 0.267
C 1.208 -0.887 -1.113
C -0.303 -0.626 -0.861
C -0.758 -0.789 0.602
N -0.715 0.634 1.183
N 1.418 -1.573 -2.372
H 2.535 1.542 0.458
H 1.573 -1.521 -0.317
H -0.808 -1.475 -1.333
H -0.710 0.279 -1.308
H -1.706 -1.268 0.687
H -0.094 -1.411 1.212
H -0.671 0.476 2.189
H 0.186 1.066 0.942
H -1.557 1.072 0.827
H 1.436 -2.566 -2.250
H 2.218 -1.236 -2.867
H 1.653 3.502 2.472
H 2.149 4.096 1.127
O 1.789 3.313 1.540
H -0.360 -3.833 2.263
H 1.141 -3.597 2.433
O 0.334 -3.239 2.040
H -2.704 1.966 -2.629
H -1.326 2.387 -3.000
O -1.781 1.708 -2.490
H -3.919 0.783 0.557
H -3.908 -0.702 0.999
O -3.467 0.137 1.112
*
```


Record 3
The following is a quantum chemistry calculation of C4H19N2OSi2 as an isolated structure, from the OMol25 dataset.

Results
Frontier orbital gap: 7.5073 eV
E_HOMO: -11.8 eV
Calculated total energy: -927.3416 hartree

The geometry in ORCA input format:
```
! wB97M-V def2-TZVPD RIJCOSX def2/J DEFGRID3
* xyz 1 1
C -1.014 -3.281 1.052
C 0.013 -2.186 0.711
C 1.062 -1.949 1.813
C 1.756 -0.567 1.742
N 2.268 -0.204 0.409
Si 1.345 1.014 -0.449
O 0.544 2.120 0.565
Si -1.151 2.089 0.414
H -0.585 -4.281 1.081
H -1.770 -3.290 0.261
H -1.522 -3.010 1.978
H -0.547 -1.259 0.549
H 0.530 -2.427 -0.224
H 1.811 -2.743 1.828
H 0.530 -1.977 2.772
H 1.099 0.184 2.183
H 2.624 -0.634 2.409
H 2.425 -1.022 -0.158
H 0.275 0.338 -1.245
H 2.164 1.749 -1.419
H -1.529 2.886 -0.776
H -1.723 0.745 0.318
H -1.719 2.750 1.602
N -1.377 2.992 -3.485
H -2.305 3.378 -3.301
H -1.169 3.059 -4.484
H -0.680 3.517 -2.952
H -1.354 2.011 -3.194
*
```


Record 4
The following is a quantum chemistry calculation of a 6-piece molecular cluster, C4H19NO5 overall, from the OMol25 dataset.

Results
SMILES string: C=C(N)CC.O.O.O.O.O
ΔE to the lowest compared entry with this formula, charge and spin: 82.0 kJ/mol
Frontier orbital gap: 8.6066 eV
E_HOMO: -8.7 eV
Calculated total energy: -594.7296 hartree

The geometry in ORCA input format:
```
! wB97M-V def2-TZVPD RIJCOSX def2/J DEFGRID3
* xyz 0 1
C -0.567 0.531 0.631
C 0.067 -0.578 0.232
N 0.016 -1.787 1.013
C 0.832 -0.716 -1.061
C 0.106 -0.051 -2.214
H -0.555 1.418 0.003
H -1.109 0.575 1.558
H 0.822 -2.333 0.930
H -0.154 -1.631 1.978
H 1.010 -1.785 -1.342
H 1.854 -0.281 -0.929
H -0.967 -0.351 -2.278
H 0.077 1.076 -2.076
H 0.543 -0.213 -3.214
O -2.785 -2.163 -0.379
H -1.934 -2.102 0.084
H -2.625 -2.718 -1.105
O 1.742 1.918 1.553
H 1.760 0.952 1.692
H 0.908 2.167 1.902
O -3.141 0.294 -1.444
H -2.399 0.781 -0.995
H -3.100 -0.567 -1.081
O 2.231 -0.645 2.243
H 3.049 -0.786 1.766
H 2.476 -0.432 3.178
O 1.221 2.825 -0.904
H 2.002 3.324 -1.154
H 1.469 2.467 -0.092
*
```